Record 1
The following is a DFT calculation (ωB97M-V/def2-TZVPD) of a cluster of 2 separate species, C4H8O2 in total.

```
! RIJCOSX wB97M-V def2-TZVPD def2/J DEFGRID3
* xyz 0 1
O -0.96770 2.28700 -0.03175
O -0.38359 -0.89727 -2.29974
C 0.29442 0.29813 0.39010
C 1.18153 -0.82397 0.70118
C -0.29425 -0.85243 1.09266
C 0.16312 1.52668 -0.07713
H -1.57766 1.88042 0.59804
H 1.48974 -1.49569 -0.09698
H -0.92142 -1.53807 0.52545
H 0.97816 2.05899 -0.55913
H -1.29562 -0.90208 -1.98925
H -0.01965 -0.10009 -1.89224
H -0.55943 -0.76142 2.14411
H 1.91235 -0.68021 1.49467
*
```

ΔE to the lowest compared entry with this formula, charge and spin = 60.9 kcal per mole
LUMO = 0.658 eV
Gap between HOMO and LUMO = 9.730 eV

Results of the natural (NBO) charge analysis, in e, for atoms 1 through 4: number 1, O, carries -0.6753; number 2, O, carries -0.9446; number 3, C, carries -0.1523; number 4, C, carries -0.4145

Record 2
The following is a DFT calculation (ωB97M-V/def2-TZVPD) of a structure of composition C8H18CaNO2P in a non-equilibrium geometry.

```
! RIJCOSX wB97M-V def2-TZVPD def2/J DEFGRID3
* xyz 2 1
Ca -2.35871 -3.23872 -0.11657
P 0.15674 -0.27307 -1.37075
O 1.28143 0.36647 -2.41936
O -1.18984 -1.77009 1.90211
N -1.48374 -1.13457 -0.36007
C -1.29787 -1.36716 0.80769
C -2.78505 2.71330 1.72695
C 3.28796 -1.31236 -0.33974
C -1.00940 1.87918 0.09138
C 0.25221 1.00881 -0.08266
C 1.96562 -2.02306 -0.10658
C -1.93624 1.53333 1.25288
C 0.98175 -1.90289 -1.27244
H 3.73433 -1.59141 -1.28556
H -0.75590 -0.08689 -2.38317
H 3.17564 -0.23121 -0.31050
H -3.80043 2.65115 1.35941
H -0.63390 2.88086 0.26672
H -1.36189 1.12791 2.08166
H -2.63287 0.76244 0.93436
H -1.56995 1.93061 -0.83778
H 2.16082 -3.08153 0.03138
H -2.81722 2.77382 2.80620
H 1.46697 -2.05364 -2.22689
H 2.17334 0.46104 -2.07116
H -2.37860 3.65392 1.37330
H 1.05475 1.63850 -0.44073
H 0.57732 0.60518 0.87417
H 3.97322 -1.54992 0.46303
H 1.53692 -1.67272 0.82998
H 0.23261 -2.69727 -1.17726
*
```

ΔE to the lowest compared entry with this formula, charge and spin = 0.0 kcal per mole
LUMO = -9.458 eV
Gap between HOMO and LUMO = 7.630 eV

Results of the natural (NBO) charge analysis, in e, for atoms 1 through 4: number 1, Ca, carries 1.9111; number 2, P, carries 1.5746; number 3, O, carries -0.9813; number 4, O, carries -0.5034

Record 3
The following is a DFT calculation (ωB97M-V/def2-TZVPD) of the molecule C15H13ClO4 in a non-equilibrium geometry.

```
! RIJCOSX wB97M-V def2-TZVPD def2/J DEFGRID3
* xyz 0 1
Cl -3.37697 3.26521 -0.01046
O 2.66899 0.35689 0.14705
O 5.81242 -1.27475 0.23358
O -1.93709 -0.83267 -0.04366
O -3.51219 0.52509 0.78329
C 4.62529 -1.05534 0.24829
C 2.35547 1.65493 0.00271
C 3.51168 2.40398 -0.12707
C 4.57838 1.50208 -0.05625
C 0.58399 3.38777 -0.13347
C -3.02532 -4.41788 -0.21659
C -2.40598 0.35920 0.33841
C -2.11462 -3.20324 -0.33595
C 4.01889 0.24964 0.11304
C -1.73573 2.77249 0.01484
C -2.83120 -1.93606 0.10585
C 0.96119 2.04809 0.00373
C -0.74771 3.74088 -0.13176
C -0.03426 1.08321 0.14418
C -1.38030 1.42689 0.15472
H -3.34823 -4.55441 0.81274
H -2.50027 -5.31447 -0.53470
H 3.58037 3.46416 -0.25662
H -1.78775 -3.07942 -1.36961
H -1.04021 4.77278 -0.24286
H 3.88217 -1.86629 0.37059
H -3.14522 -2.00058 1.15405
H 0.24084 0.04609 0.25140
H 1.33676 4.15166 -0.24244
H -3.72489 -1.75408 -0.50211
H -1.22589 -3.33991 0.28235
H -3.90849 -4.29657 -0.83922
H 5.62588 1.71463 -0.11805
*
```

ΔE to the lowest compared entry with this formula, charge and spin = 14.7 kcal per mole
LUMO = -0.438 eV
Gap between HOMO and LUMO = 8.048 eV

Results of the natural (NBO) charge analysis, in e, for atoms 1 through 4: number 1, Cl, carries 0.0585; number 2, O, carries -0.3818; number 3, O, carries -0.5144; number 4, O, carries -0.5081

Record 4
The following is a DFT calculation (ωB97M-V/def2-TZVPD) of a cluster of 2 separate species, C29H30O5 in total in a non-equilibrium geometry.

```
! RIJCOSX wB97M-V def2-TZVPD def2/J DEFGRID3
* xyz 0 1
O -6.51862 -0.81607 -1.39887
O 3.13520 1.67288 -2.85334
O -0.28880 2.90624 -0.60511
O -0.19866 1.27624 5.75137
O 0.86959 1.85928 -2.93785
C -4.20535 -0.26385 -1.68174
C 0.56432 0.46754 6.61140
C 1.13231 3.59273 1.11056
C 1.94860 -2.10472 -2.16550
C 3.52645 -1.57106 -0.43482
C -7.47153 -1.36385 -0.52584
C -0.13016 -0.96202 2.79650
C 4.28542 0.81170 -4.80962
C 1.91837 2.00982 -2.32036
C -3.60777 -1.17661 0.86149
C 0.10473 -0.50310 4.06156
C 1.15645 -1.09230 -0.03831
C 1.97566 2.55890 -1.00173
C -0.91918 -0.22841 1.89498
C -2.57620 -0.68527 0.04434
C -0.42477 0.72275 4.49771
C -2.91116 -0.22580 -1.24109
C -1.19370 -0.68243 0.52584
C 4.53807 -2.09270 -1.20659
C -1.46701 0.98747 2.34103
C -5.23345 -0.78338 -0.87534
C -0.16831 -1.10480 -0.34914
C 0.87481 2.98978 -0.23595
C 2.20194 -1.58378 -0.88764
C 4.26213 -2.63646 -2.44736
C -4.89392 -1.24352 0.40876
C 2.96836 1.18967 -4.16221
C -1.21602 1.45459 3.59948
C 2.96773 -2.62595 -2.92763
H 1.55114 0.29392 6.18033
H 2.96193 2.65518 -0.58750
H 2.27853 0.33693 -4.10287
H 0.59334 3.04247 1.88002
H 2.44864 1.97876 -4.72270
H 0.03991 -0.47398 6.77671
H -7.49302 -0.79269 0.40221
H 4.15952 0.43849 -5.82710
H 4.79400 0.04085 -4.23130
H -8.45016 -1.30334 -0.99705
H -5.64904 -1.66735 1.04591
H 4.95372 1.67114 -4.85152
H -2.05192 1.57236 1.65158
H 2.19192 3.58988 1.36617
H 5.55260 -2.06337 -0.84584
H 3.74294 -1.13351 0.52636
H 0.68277 0.97928 7.56623
H 0.95309 -2.08196 -2.56922
H 0.26747 -1.91123 2.48720
H -1.60130 2.40711 3.91866
H 2.75508 -3.01462 -3.91029
H -2.13798 0.21419 -1.84754
H 0.71287 -1.08650 4.72687
H 1.44182 -0.71344 0.92591
H 0.77639 4.62199 1.13730
H -7.23144 -2.40982 -0.33376
H -3.36192 -1.53976 1.84443
H -4.46300 0.11746 -2.65475
H 5.05753 -3.05920 -3.04054
H -0.48102 -1.46275 -1.31284
*
```

ΔE to the lowest compared entry with this formula, charge and spin = 66.1 kcal per mole
LUMO = -2.426 eV
Gap between HOMO and LUMO = 3.606 eV

Results of the natural (NBO) charge analysis, in e, for atoms 1 through 4: number 1, O, carries -0.4755; number 2, O, carries -0.5336; number 3, O, carries -0.6661; number 4, O, carries -0.4785

Record 5
The following is a DFT calculation (ωB97M-V/def2-TZVPD) of a structure of composition C5H6N2.

```
! RIJCOSX wB97M-V def2-TZVPD def2/J DEFGRID3
* xyz 0 1
N 0.36203 -0.26650 0.62605
N 0.06003 -0.94572 -1.50668
C 0.57888 1.47898 -0.57743
C 0.52139 -0.02383 -0.71947
C -0.41641 -1.89738 -0.60482
C -0.30476 -1.48159 0.69196
C -0.07909 1.15173 0.79180
H 0.26909 1.64514 1.69952
H -0.53703 -1.97396 1.62530
H -1.16962 1.19028 0.71669
H 1.58149 1.90419 -0.49260
H -0.02210 2.04436 -1.28966
H -0.84388 -2.82571 -0.96065
*
```

ΔE to the lowest compared entry with this formula, charge and spin = 35.6 kcal per mole
LUMO = 0.992 eV
Gap between HOMO and LUMO = 9.804 eV

Results of the natural (NBO) charge analysis, in e, for atoms 1 through 4: number 1, N, carries -0.3769; number 2, N, carries -0.4656; number 3, C, carries -0.4428; number 4, C, carries 0.3791

Record 6
The following is a DFT calculation (ωB97M-V/def2-TZVPD) of the molecule C16H12BrN3O3 in a non-equilibrium geometry.

```
! RIJCOSX wB97M-V def2-TZVPD def2/J DEFGRID3
* xyz 0 1
Br 2.09578 -1.89383 -0.91966
O -3.04359 -2.82310 1.67921
O 1.13066 0.73962 -0.30483
O -1.59062 0.51972 -0.12128
N 1.00823 2.84386 0.27329
N -1.25933 -2.06856 0.54739
N 2.27610 2.44777 0.44114
C 4.79942 -1.65375 -0.16399
C 4.69717 0.99708 0.62350
C -1.09726 1.77535 -0.52041
C 3.53429 0.38192 0.14659
C 5.88462 0.30143 0.70505
C 3.60506 -0.95502 -0.24700
C -5.17316 0.83705 -0.91410
C 2.33776 1.19185 0.09921
C -2.55907 -2.02299 0.90261
C -5.64781 -0.36202 -0.41648
C 0.34583 1.82377 -0.16718
C -2.93098 0.25617 -0.24873
C -3.82655 1.14823 -0.82581
C -3.40095 -0.97015 0.24732
C 5.93679 -1.02812 0.31117
C -4.76077 -1.24848 0.16285
H -6.69774 -0.60214 -0.47679
H 4.83104 -2.68714 -0.47377
H -0.83853 -1.38436 -0.05441
H 6.86152 -1.58075 0.37224
H 6.77079 0.79215 1.07561
H -5.09889 -2.18810 0.57291
H -3.48608 2.09559 -1.21333
H -0.67703 -2.77283 0.96915
H -1.20610 1.91065 -1.60876
H -1.59847 2.60345 -0.00448
H -5.84786 1.54536 -1.37111
H 4.62574 2.03032 0.92284
*
```

LUMO = -0.078 eV
Gap between HOMO and LUMO = 9.085 eV

Results of the natural (NBO) charge analysis, in e, for atoms 1 through 4: number 1, Br, carries 0.0713; number 2, O, carries -0.6175; number 3, O, carries -0.3943; number 4, O, carries -0.5212